[1]
Density functional theory data (wB97M-V/def2-TZVPD) for a structure of composition C11H27BeCl4FLi2N2O12S3 in a non-equilibrium geometry.

- Kohn-Sham gap: 0.0924 Ha
- HOMO: -5.63 eV
- M: 659.24 g/mol

Structure (XYZ):
```
63
Properties=species:S:1:pos:R:3:forces:R:3
O -0.0357 3.7371 -0.3263 -1.149 -0.433 0.615
C -0.2322 2.5788 -0.6256 1.319 -0.201 -1.614
C 0.5414 1.7767 -1.6196 -0.665 0.156 0.434
S 2.2821 1.5659 -1.2710 0.196 0.137 -0.171
O 2.4721 0.1299 -1.3556 -0.055 -0.415 0.103
O 2.9921 2.3186 -2.2641 0.128 0.167 -0.297
N 2.3262 2.1563 0.1874 -0.247 -0.384 0.247
S 3.6725 1.9670 1.0222 1.928 -0.331 0.671
O 3.9642 0.6169 1.4094 -0.806 -0.495 0.142
O 4.8029 2.6322 0.4545 -0.164 0.510 -0.427
O 3.3171 2.7338 2.3752 -0.704 -0.650 -0.346
H -1.0932 2.0449 -0.0236 0.701 0.726 -0.290
H 0.3902 2.2297 -2.5927 0.055 0.145 -0.111
H 0.0813 0.7929 -1.6664 0.127 -0.148 -0.220
H 2.5227 3.2547 2.2155 0.045 0.537 0.091
Be -2.3070 2.8182 1.0068 -1.282 0.117 1.321
C -3.0438 3.8831 5.7144 -0.043 0.091 0.605
C -3.5180 3.1045 4.4550 0.037 -0.102 0.276
O -3.7230 3.9690 3.4762 0.205 -0.345 -0.750
H -3.8085 4.6090 6.0392 -0.054 -0.001 -0.162
H -2.8522 3.1610 6.5363 0.693 -0.647 -0.901
H -2.1133 4.4189 5.5340 -0.003 0.013 -0.052
H -4.4047 2.4930 4.7931 -0.079 0.166 -0.075
H -2.7327 2.3186 4.2952 0.045 0.114 -0.096
Li -0.9788 0.2634 0.2236 -0.108 0.133 -0.035
Cl 0.6548 5.0683 -1.7366 0.401 0.298 -0.326
F -1.7078 2.1152 -2.5388 -0.088 -0.160 0.703
Li -3.4041 3.4863 7.9100 -0.431 0.436 0.515
C 1.5200 -3.0021 -3.9605 0.107 0.107 -0.194
C 0.7867 -1.7300 -3.7325 -0.187 0.153 0.509
O 0.4411 -1.2485 -2.7111 -0.126 -0.371 0.368
N 0.3662 -0.9169 -4.9331 0.443 0.085 0.071
C 1.3623 0.1793 -5.2387 -0.074 -0.019 -0.082
H 1.7680 -3.4358 -2.9979 -0.003 0.045 0.046
H 0.8940 -3.6963 -4.5253 0.043 0.016 -0.060
H 2.4402 -2.8147 -4.5174 -0.031 -0.037 -0.054
H 0.2120 -1.5051 -5.7512 -0.159 0.140 -0.060
H -0.5176 -0.4770 -4.6159 -0.016 0.075 -0.520
H 0.9836 0.7369 -6.0897 -0.028 0.031 0.023
H 2.3207 -0.2726 -5.4777 0.023 -0.008 0.066
H 1.4413 0.8245 -4.3666 0.054 -0.058 0.048
O 0.0709 -3.3586 4.3197 -0.369 0.047 0.123
S 0.0695 -3.6851 2.9291 0.740 -0.057 -0.304
O -1.0424 -3.3241 2.0960 -0.155 0.200 0.079
O 0.3628 -5.2354 2.7622 -0.067 -0.064 -0.088
C -0.4956 -6.1659 3.4611 -0.332 -0.308 0.254
C -1.8688 -6.2908 2.8329 -0.020 0.237 -0.112
C 1.5518 -3.0950 2.1844 -0.026 -0.010 -0.021
H -0.5623 -5.8798 4.5116 0.058 0.143 -0.035
H 0.0237 -7.1204 3.4157 0.182 0.094 -0.090
H -2.4302 -5.3617 2.9136 -0.003 0.000 0.034
H -2.4365 -7.0746 3.3342 0.071 -0.055 0.013
H -1.7852 -6.5328 1.7735 0.005 -0.074 0.012
H 2.3978 -3.3903 2.7973 0.003 0.009 0.017
H 1.4848 -2.0098 2.1387 0.040 0.022 0.052
H 1.6305 -3.5073 1.1825 -0.010 -0.006 -0.006
C -2.9587 1.5800 -5.8639 0.188 0.082 -0.071
Cl -1.4941 2.4394 -6.3316 -0.005 0.005 0.012
Cl -3.7649 0.8964 -7.2763 -0.017 0.006 0.014
Cl -2.5866 0.3232 -4.6823 -0.266 -0.218 0.105
H -3.6294 2.2814 -5.3855 0.037 0.010 0.081
O 4.5383 5.2591 2.2034 -0.133 0.126 -0.023
H 4.8415 4.3666 1.9738 0.033 0.218 -0.062
```
Forces are in eV/Å.



[2]
Density functional theory data (wB97M-V/def2-TZVPD) for a cluster of 3 separate species, C11H27ClFN2O12P3 in total in a non-equilibrium geometry.

- Kohn-Sham gap: 0.3077 Ha
- HOMO: -8.86 eV
- M: 526.71 g/mol

Structure (XYZ):
```
57
Properties=species:S:1:pos:R:3:forces:R:3
C 2.0032 -0.9623 2.8758 0.048 -0.682 -0.323
O 0.7155 -1.0896 2.2849 0.258 0.490 0.072
C 0.6730 -0.6651 0.9501 -0.734 -0.111 -0.063
C 0.8287 -1.8545 -0.0749 0.692 -0.447 1.082
N 1.2136 -3.0952 0.6476 0.098 0.344 -0.377
C 2.2816 -3.9042 0.1777 0.322 -0.081 -0.109
O 2.2227 -4.7002 -0.7136 -0.257 -0.401 -0.100
N 3.4733 -3.7855 0.9362 -0.119 0.304 0.317
C 3.8460 -4.9700 1.6097 0.113 -0.289 0.279
O 3.4143 -5.3730 2.6392 0.232 0.257 -0.322
F 4.8108 -5.6232 0.9671 -0.154 0.025 -0.142
P 1.8477 -1.1667 -1.4466 -0.976 1.080 -0.759
O 1.9151 -2.3318 -2.5757 0.442 -0.022 0.153
Cl 3.7781 -1.0804 -0.6984 0.041 -0.309 0.171
H 2.7678 -0.8751 2.0989 0.060 0.248 0.029
H 2.0539 -0.1056 3.5469 -0.023 0.043 0.028
H 2.2189 -1.8956 3.3989 -0.087 0.102 0.309
H -0.3237 -0.2480 0.8126 0.034 0.144 -0.147
H 1.3820 0.1443 0.7517 0.125 -0.016 0.089
H -0.1602 -2.0118 -0.5064 0.109 -0.004 -0.383
H 0.4078 -3.7015 0.7269 -0.022 -0.014 -0.059
H 3.3980 -3.0185 1.5922 -0.170 -0.180 0.240
H 2.7698 -2.7785 -2.6218 -0.138 -0.319 0.019
C -2.1529 -1.0119 -6.3582 -0.229 -0.126 -0.150
O -0.8686 -0.5261 -5.9316 3.058 0.771 -0.270
P -0.8824 0.5084 -4.6951 -5.641 0.152 2.304
O -1.6248 -0.2609 -3.6709 0.002 -0.051 0.027
O -1.7645 1.6633 -5.4368 0.286 -0.184 -0.205
C -1.4278 2.1547 -6.7361 -0.093 0.061 0.050
O -0.0395 1.5191 -3.7563 2.459 -0.659 -1.985
C -0.8162 2.3316 -2.8675 -0.049 0.152 0.324
H -2.1466 -2.0914 -6.2322 0.030 0.011 0.054
H -2.9666 -0.5819 -5.7832 0.063 0.018 0.105
H -2.2764 -0.7653 -7.4125 0.102 0.029 0.011
H -2.3226 2.1223 -7.3562 -0.017 0.022 0.011
H -0.6527 1.5567 -7.2147 0.003 -0.020 0.008
H -1.0890 3.1866 -6.6505 0.025 0.000 0.000
H -1.1237 1.7350 -2.0108 -0.030 -0.096 -0.074
H -1.6876 2.7528 -3.3616 0.002 -0.066 -0.073
H -0.1597 3.1366 -2.5433 0.076 -0.054 -0.059
C -0.9902 1.2245 6.3911 0.005 -0.033 0.271
O -0.9668 0.7511 5.0329 -0.469 -1.627 -1.990
P -0.6570 1.8528 3.9231 0.843 3.980 1.725
O 0.6298 2.4543 4.2995 0.161 0.131 0.038
O -1.9347 2.8195 4.2057 0.127 -0.187 0.135
C -3.2533 2.2988 4.3811 -0.005 0.126 -0.048
O -0.6978 1.9161 2.3256 -0.829 -2.492 0.092
C -0.5033 3.2234 1.7632 0.159 0.166 -0.248
H -0.2159 0.6897 6.9345 0.028 0.007 -0.037
H -0.8102 2.2934 6.4572 0.065 0.016 -0.096
H -1.9656 0.9887 6.8148 -0.008 -0.042 -0.078
H -3.6722 2.7291 5.2898 -0.003 0.036 -0.010
H -3.2580 1.2134 4.4754 0.017 -0.013 -0.021
H -3.8683 2.5915 3.5306 -0.007 -0.022 -0.013
H 0.5546 3.4744 1.7850 0.008 -0.023 0.103
H -1.0775 3.9778 2.2949 -0.018 -0.055 0.082
H -0.8495 3.1639 0.7338 -0.013 -0.093 0.015
```
Forces are in eV/Å.



Q: Look up the Kohn-Sham gap of the first one.
A: 0.0924 Ha



Q: Look up the HOMO of the second one.
A: -8.86 eV



Q: What is the M in the first record?
A: 659.24 g/mol